Record 1
ORCA calculation (wB97M-V/def2-TZVPD) on a gas-phase ion, CH4ClN2O (charge +1).

As for the calculated total energy: -18642.1756 eV. As for the molar mass: 95.5 g/mol. The value obtained for the energy above the lowest of the compared OMol25 structures with the same formula, charge and spin is 1.556 eV. Its LUMO energy is -0.197 hartree. For the maximum force, the calculation gives 6.06 eV/Å. For the frontier orbital gap, the calculation gives 10.331 eV.

ORCA input file:
```
! wB97M-V def2-TZVPD RIJCOSX def2/J DEFGRID3
* xyz 1 1
C 0.7478 0.3487 -0.1671
N 0.0246 1.4063 0.0789
N 0.1177 -1.0213 -0.1566
O 0.8730 -2.2392 0.0264
Cl 2.4380 0.5264 0.0271
H -1.0238 1.3148 -0.0737
H 0.3892 2.2938 0.2956
H -0.6854 -1.2707 -0.7372
H 0.4571 -2.5871 0.7422
*
```


Record 2
ORCA calculation (wB97M-V/def2-TZVPD) on 2 unconnected molecules or ions with the total composition C3H9NO2.

As for the calculated total energy: -8838.9894 eV. As for the molar mass: 91.1 g/mol. The value obtained for the energy above the lowest of the compared OMol25 structures with the same formula, charge and spin is 3.966 eV. Its LUMO energy is 0.017 hartree. For the maximum force, the calculation gives 4.67 eV/Å. For the frontier orbital gap, the calculation gives 9.954 eV.

ORCA input file:
```
! wB97M-V def2-TZVPD RIJCOSX def2/J DEFGRID3
* xyz 0 1
O -3.8728 0.6619 2.6833
C -2.9761 0.7608 1.8099
C -2.0149 2.0000 1.7963
H -2.5884 -0.1462 1.2560
H -2.6485 2.6143 0.9256
H -2.1256 2.7716 2.6711
H -0.8701 2.1765 1.5145
N 3.0531 -1.9037 -2.1632
C 1.8284 -1.1849 -1.6259
O 1.6058 -1.1639 -0.2139
H 3.7013 -1.6944 -1.4797
H 3.3363 -1.4774 -3.0965
H 0.8713 -1.7044 -1.9378
H 1.9312 -0.1245 -2.1003
H 0.7691 -1.5857 -0.0394
*
```


Record 3
ORCA calculation (wB97M-V/def2-TZVPD) on a molecular structure, C3H7N5.

As for the calculated total energy: -10669.5607 eV. As for the molar mass: 113.1 g/mol. The value obtained for the energy above the lowest of the compared OMol25 structures with the same formula, charge and spin is 5.440 eV. Its LUMO energy is 0.009 hartree. For the maximum force, the calculation gives 9.75 eV/Å. For the frontier orbital gap, the calculation gives 8.278 eV.

ORCA input file:
```
! wB97M-V def2-TZVPD RIJCOSX def2/J DEFGRID3
* xyz 0 1
C -0.1798 0.4591 0.3923
C -1.2154 -0.5756 0.0386
C 1.1892 -0.3623 0.0481
H 0.0689 2.3262 -1.1173
H -0.3912 2.8823 0.6816
H -0.1617 0.7127 1.4396
H -2.3954 0.6113 -0.3232
H -0.7655 -2.7142 -0.2997
H 1.5210 -2.4240 -0.5049
H 2.4800 1.0359 0.0436
N -0.3546 1.8148 -0.1627
N -2.3698 -0.3667 -0.2291
N -0.5532 -1.8500 0.2598
N 0.6995 -1.5303 -0.1596
N 2.4280 -0.0192 -0.1072
*
```


Record 4
ORCA calculation (wB97M-V/def2-TZVPD) on 2 unconnected molecules or ions with the total composition C28H54F3IN4O6PS.

As for the calculated total energy: -84513.9049 eV. As for the molar mass: 789.7 g/mol. Its LUMO energy is -0.137 hartree. For the maximum force, the calculation gives 8.69 eV/Å. For the frontier orbital gap, the calculation gives 7.470 eV.

ORCA input file:
```
! wB97M-V def2-TZVPD RIJCOSX def2/J DEFGRID3
* xyz 1 1
C -5.7049 2.0468 6.5816
C -6.7697 1.6959 5.3835
C -6.7550 0.0916 5.0397
C -5.3388 -0.4652 4.4155
C -5.5104 -1.8929 3.6138
C -4.4732 -3.0741 4.0940
C -2.9981 -2.8668 3.3727
C -2.9715 -3.2966 1.7817
C -1.9068 -2.4181 0.8692
C -0.5157 -3.2549 0.5203
C 0.6259 -2.1438 0.0728
N 0.6850 -2.0909 -1.4382
C 1.8051 -1.1221 -1.8768
N 1.4264 -0.1137 -2.7207
C 0.0319 0.1205 -3.2852
C -0.6134 1.4161 -2.5178
C -0.6505 2.7843 -3.4764
I 1.3264 3.3044 -4.3089
N 3.1504 -1.3811 -1.2684
C 4.3127 -0.7673 -1.9833
C 4.6105 0.8108 -1.6577
C 6.1936 1.1969 -2.0355
C 6.4705 2.6416 -1.2559
O 7.3643 2.4991 -0.0942
C 6.6818 1.8455 1.0373
C 7.1723 0.3193 1.4264
O 5.6667 2.4079 1.7228
C 3.1878 -1.2252 0.2317
C 2.0742 -2.3263 0.8210
P 2.0089 -2.1079 2.7343
C 2.9492 -0.4939 3.2696
O 0.3708 -1.8536 3.3016
S 2.8432 -4.0388 0.5306
O 2.1445 -5.0266 1.4968
O 2.7125 -4.5430 -0.9261
C 4.6927 -4.0950 0.9443
F 5.0368 -5.5530 1.0315
F 5.0535 -3.3214 2.1581
F 5.3852 -3.5980 -0.3023
H -4.9235 2.8477 6.1677
H -5.1285 1.0924 6.9475
H -6.2939 2.5085 7.4957
H -7.8624 2.0086 5.7373
H -6.5057 2.2697 4.3957
H -7.6132 -0.1726 4.2610
H -7.0158 -0.4756 6.0462
H -4.5275 -0.6170 5.2676
H -4.9435 0.3584 3.6758
H -5.3902 -1.6654 2.4598
H -6.6245 -2.2598 3.7993
H -4.8985 -4.1133 3.7404
H -4.4032 -3.1300 5.2830
H -2.6887 -1.7475 3.5599
H -2.2316 -3.5321 3.9690
H -4.0640 -3.1192 1.3538
H -2.6600 -4.4369 1.6755
H -2.4421 -2.2019 -0.1732
H -1.7138 -1.4219 1.4646
H -0.7180 -4.0305 -0.3333
H -0.1375 -3.7527 1.5226
H 0.1969 -1.0914 0.4374
H 0.8118 -3.0285 -1.8774
H 2.1516 0.6036 -3.0247
H 0.2021 0.4499 -4.4201
H -0.6463 -0.8294 -3.3277
H 0.1328 1.6948 -1.6292
H -1.6420 1.1811 -2.0124
H -0.9242 3.6675 -2.7331
H -1.4766 2.5854 -4.2832
H 5.3125 -1.3635 -1.7211
H 4.1421 -0.8780 -3.1514
H 3.9614 1.5731 -2.2957
H 4.4759 1.1261 -0.5389
H 6.2198 1.4244 -3.1850
H 6.9094 0.3369 -1.6940
H 5.4406 3.1063 -0.9320
H 6.9615 3.4381 -1.9950
H 6.3168 -0.2841 1.9918
H 7.3827 -0.2374 0.4020
H 8.1462 0.4184 2.0741
H 2.7468 -0.1483 0.4913
H 4.2499 -1.3512 0.7061
H 4.0845 -0.5316 2.9800
H 2.8927 -0.4601 4.4440
H 2.3709 0.4343 2.8010
H 0.2781 -2.5020 4.0739
C -4.6494 4.7972 -6.5239
C -3.2120 4.5056 -6.1914
O -2.8416 4.2751 -5.0432
N -2.3070 4.5018 -7.2121
C -2.5441 4.7469 -8.6146
H -5.2493 4.7650 -5.6105
H -4.7356 5.7957 -6.9604
H -5.0318 4.0429 -7.2166
H -1.3611 4.2977 -6.9092
H -2.2276 3.8623 -9.1715
H -1.9338 5.6008 -8.9173
H -3.5930 4.9556 -8.8292
*
```


Record 5
ORCA calculation (wB97M-V/def2-TZVPD) on a molecular structure, C34H32Cl2N5O2PSSe2V.

As for the calculated total energy: -248864.2691 eV. As for the molar mass: 885.5 g/mol. The value obtained for the energy above the lowest of the compared OMol25 structures with the same formula, charge and spin is 0.000 eV. Its LUMO energy (spin up / spin down) is -0.279 / -0.246 hartree. For the maximum force, the calculation gives 0.09 eV/Å. For the frontier orbital gap (spin up / spin down), the calculation gives 4.996 / 5.895 eV.

ORCA input file:
```
! wB97M-V def2-TZVPD RIJCOSX def2/J DEFGRID3
* xyz 2 2
V 1.5867 0.7661 -0.0404
Se 0.6605 1.9969 -1.9616
P -1.1729 2.0420 -0.7458
Se -0.2612 1.6605 1.2364
C -2.3320 0.7607 -1.1895
C -1.9911 -0.2520 -2.0833
C -2.9006 -1.2657 -2.3435
C -4.1352 -1.2673 -1.7098
C -4.4755 -0.2531 -0.8218
C -3.5781 0.7661 -0.5581
C -1.9911 3.6289 -0.7885
C -1.8418 4.5588 0.2388
C -2.4585 5.7955 0.1348
C -3.2122 6.1017 -0.9907
C -3.3614 5.1737 -2.0138
C -2.7555 3.9326 -1.9170
H -1.0290 -0.2417 -2.5800
H -2.6436 -2.0561 -3.0366
H -4.8393 -2.0646 -1.9098
H -5.4417 -0.2577 -0.3357
H -3.8447 1.5568 0.1336
H -1.2759 4.3105 1.1290
H -2.3639 6.5149 0.9369
H -3.6958 7.0663 -1.0668
H -3.9573 5.4145 -2.8833
H -2.8827 3.2039 -2.7090
Cl -1.9746 -5.6891 -2.1388
C -2.7128 -4.8157 -0.8452
C -3.9703 -5.1879 -0.3986
C -4.5730 -4.4780 0.6286
C -3.9212 -3.4049 1.2157
C -2.6592 -3.0627 0.7655
Cl -1.8376 -1.7103 1.5021
C -2.0260 -3.7440 -0.2728
N -0.7658 -3.3464 -0.7600
C 0.3861 -4.0810 -0.3994
C 0.3245 -5.1462 0.4974
C 1.4663 -5.8574 0.8287
C 2.6947 -5.5159 0.2779
C 2.7608 -4.4591 -0.6143
C 1.6214 -3.7443 -0.9661
C 1.7479 -2.5997 -1.9543
C 1.8567 -1.3203 -1.2125
O 2.8380 -0.5606 -1.1577
O 0.8271 -0.8935 -0.5006
H -4.4690 -6.0275 -0.8620
H -5.5547 -4.7674 0.9773
H -4.3752 -2.8461 2.0221
H -0.6378 -2.3476 -0.6806
H -0.6269 -5.4219 0.9342
H 1.3920 -6.6872 1.5190
H 3.5846 -6.0784 0.5236
H 3.7100 -4.1912 -1.0633
H 0.8520 -2.5476 -2.5821
H 2.6303 -2.7171 -2.5789
N 2.1226 -2.0579 1.7490
C 2.6736 -0.9857 2.3579
C 3.5187 -1.1763 3.4721
C 4.0137 -0.0986 4.1439
C 3.6649 1.1945 3.7206
C 2.8930 1.3136 2.6083
N 2.4246 0.2560 1.8831
H 2.2955 -2.9690 2.1431
H 1.2433 -1.9655 1.2676
H 3.7307 -2.1868 3.7936
H 4.6482 -0.2414 5.0082
H 4.0028 2.0749 4.2455
H 2.6246 2.2927 2.2363
S 3.5837 2.0353 -0.4514
C 3.2829 3.7255 -0.3409
N 2.2032 4.3448 0.1144
C 2.3137 5.8055 0.0071
C 3.7660 5.9935 -0.4867
N 4.2037 4.6088 -0.6970
H 1.3592 3.8531 0.3650
H 2.1466 6.2703 0.9762
H 1.5815 6.1895 -0.7016
H 4.3952 6.4851 0.2526
H 3.8159 6.5510 -1.4191
H 5.0977 4.3442 -1.0768
*
```


- Which formula does entry 4 have?
  C28H54F3IN4O6PS